No. 1
The following is a quantum chemistry calculation of a single C3H5N3OS molecule at a distorted geometry, from OMol25.

The geometry in ORCA input format:
```
! RIJCOSX wB97M-V def2-TZVPD def2/J DEFGRID3
* xyz 0 1
C -0.032 -0.576 -0.787
C 1.302 0.117 -0.552
C 1.140 0.907 0.764
H -1.825 -2.110 -1.045
H -1.744 -2.175 -2.698
H 1.514 0.805 -1.391
H 2.213 -0.542 -0.509
H -1.885 -0.301 -0.023
N -1.657 -1.556 -1.894
N -0.406 -1.014 -1.947
N -0.953 -0.480 0.274
O 1.880 1.715 1.258
S -0.416 0.578 1.501
*
```

## Properties
SMILES string = N/N=C1/CC(=O)SN1
Largest force on an atom = 2.7 eV Å⁻¹
Molecular weight = 131.16 g mol⁻¹
Energy relative to the best compared isomer or geometry (same formula, charge and spin) = 45.1 kcal/mol
Gap between HOMO and LUMO = 8.905 eV

No. 2
The following is a quantum chemistry calculation of a single C3H5N3OS molecule at a distorted geometry, from OMol25.

The geometry in ORCA input format:
```
! RIJCOSX wB97M-V def2-TZVPD def2/J DEFGRID3
* xyz 0 1
C -0.126 1.694 0.037
C -1.636 -0.152 0.095
C 0.971 -1.604 -0.146
N -1.432 1.126 -0.130
N 0.750 0.746 0.547
N 0.369 -0.588 0.734
O 0.204 2.786 -0.310
S -2.629 -1.303 -0.038
H 0.800 -2.570 0.150
H 0.901 -1.317 -1.228
H 2.066 -1.644 0.116
H -2.006 1.863 -0.559
H 1.767 0.962 0.731
*
```

## Properties
Largest force on an atom = 4.8 eV Å⁻¹
Molecular weight = 131.16 g mol⁻¹
Energy relative to the best compared isomer or geometry (same formula, charge and spin) = 88.5 kcal/mol
Gap between HOMO and LUMO (alpha / beta) = 8.121 / 8.119 eV

No. 3
The following is a quantum chemistry calculation of a single C3H5N3OS molecule at a distorted geometry, from OMol25.

The geometry in ORCA input format:
```
! RIJCOSX wB97M-V def2-TZVPD def2/J DEFGRID3
* xyz 0 1
C 2.386 0.145 0.438
C -0.064 0.293 -0.650
C -1.829 -0.499 0.218
H 2.275 -0.972 0.476
H 2.027 0.558 1.340
H 3.449 0.386 0.347
H -2.189 -1.683 1.693
H -1.184 1.669 -1.726
N -0.418 -0.441 0.330
N -2.684 -1.139 0.920
N -1.085 0.667 -1.492
O -2.254 0.221 -0.867
S 1.570 0.796 -1.028
*
```

## Properties
SMILES string = [H]/N=c1\nc(SC)[nH]o1
Largest force on an atom = 2.3 eV Å⁻¹
Molecular weight = 131.16 g mol⁻¹
Energy relative to the best compared isomer or geometry (same formula, charge and spin) = 53.2 kcal/mol
Gap between HOMO and LUMO = 9.637 eV